Entry 1:
Formula: C24H75N30O15
Source: the OMol25 dataset
Level of theory: ωB97M-V/def2-TZVPD

Structure (XYZ):
```
144
Properties=species:S:1:pos:R:3:forces:R:3:lowdin_charge:R:1
C -21.426091 -1.713274 15.524913 0.40 1.31 -0.75 -0.068
C -21.535278 -1.028219 16.859305 -0.42 -0.69 0.87 -0.157
N -22.347289 0.222289 16.938285 -0.71 2.27 -0.69 0.025
C -22.927588 0.636779 18.144491 -0.49 -0.25 -1.22 -0.006
C -23.578787 1.801372 17.904729 -0.26 0.40 -0.24 -0.017
N -23.355869 2.188996 16.582198 0.83 -0.89 1.12 -0.059
C -22.588466 1.249394 16.030223 0.17 -1.50 0.66 0.019
C -23.895532 3.438085 16.004738 0.46 -0.64 -0.13 0.014
H -20.949617 -0.960728 14.896619 0.13 -0.33 -0.74 0.067
H -22.377191 -2.021355 15.090630 -0.07 0.19 0.20 0.065
H -20.776946 -2.587566 15.573079 -0.04 0.20 0.25 0.060
H -20.584755 -0.794353 17.338814 0.17 -0.04 -0.34 0.105
H -22.020957 -1.774161 17.488420 -0.29 0.43 0.50 0.106
H -22.985006 -0.004885 19.011320 0.26 0.06 0.09 0.110
H -24.278300 2.365872 18.503399 0.33 -0.05 0.13 0.130
H -22.284642 1.332699 14.997197 0.31 -0.45 0.12 0.135
H -23.859187 4.189557 16.793446 -0.67 -0.13 0.01 0.082
H -24.859226 3.168956 15.572337 -0.16 0.58 0.38 0.073
H -23.275641 3.873527 15.221008 0.32 -0.51 -0.05 0.079
C -19.976472 -1.065749 20.432628 -0.74 4.80 -0.12 -0.695
O -19.485688 -0.086337 19.807822 -0.25 -1.73 0.78 -0.019
N -20.789816 -0.870022 21.490392 -0.13 0.20 0.95 0.162
N -19.939415 -2.290505 20.043288 1.21 -3.43 -1.68 0.188
H -21.051686 -1.712785 21.981592 -0.25 0.70 0.42 0.102
H -20.773034 0.040389 21.927389 -0.04 -0.42 0.07 0.113
H -20.317713 -3.089249 20.532165 0.07 0.44 -0.06 0.121
H -19.369020 -2.443900 19.224009 -0.28 -0.44 -0.18 0.062
C -17.620358 -0.950024 14.743759 -1.10 -0.72 -0.10 -0.759
O -17.208168 -0.349350 15.700723 1.37 1.38 2.29 0.034
N -18.190167 -2.122164 14.687868 -1.50 -4.58 2.25 0.175
N -17.697220 -0.558363 13.523176 1.87 5.00 -5.20 0.171
H -18.425432 -2.630531 15.528286 -0.21 0.29 -0.13 0.071
H -18.817103 -2.186543 13.898617 -0.10 -0.96 0.50 0.045
H -18.204701 -1.017599 12.780429 0.14 -0.09 0.51 0.079
H -17.301928 0.326506 13.238837 -0.11 0.02 0.37 0.125
C -22.221141 5.987611 18.257283 -1.10 1.58 1.48 -0.897
O -22.066057 5.732086 19.388442 0.71 -1.97 5.23 0.089
N -23.223046 6.682640 17.827158 -5.63 2.74 -1.79 0.152
N -21.387281 5.851672 17.321282 5.36 -2.18 -4.71 0.197
H -23.304469 6.774532 16.824644 -0.44 0.39 0.23 0.037
H -23.945326 7.064955 18.420652 0.39 -0.40 0.05 0.117
H -20.541577 5.346805 17.544869 0.21 -0.26 -0.11 0.091
H -21.634545 6.097560 16.373394 0.40 -0.10 0.18 0.078
C -25.231561 -1.835890 16.585340 0.40 1.89 -1.59 -0.755
O -25.548784 -0.680841 16.281796 -0.73 1.32 0.27 -0.030
N -24.990205 -2.234846 17.793521 -0.27 0.17 2.88 0.217
N -24.985699 -2.684570 15.652652 0.31 -2.82 -2.90 0.205
H -25.056993 -1.455315 18.432242 0.23 -0.76 0.93 0.104
H -24.796478 -3.207812 17.983019 0.18 0.51 0.45 0.118
H -25.032985 -2.348976 14.701218 0.16 -0.14 0.09 0.108
H -24.432949 -3.494089 15.896058 0.11 -0.11 -0.42 0.073
C -20.475211 -2.115413 11.523768 0.07 0.78 -0.17 -0.695
O -19.746977 -1.951185 12.497197 0.01 -0.50 0.05 -0.012
N -20.141038 -2.813951 10.465272 1.94 -1.59 -1.71 0.189
N -21.634655 -1.510301 11.441523 -1.62 1.35 1.28 0.197
H -19.134870 -2.887006 10.416270 -0.12 -0.55 -0.54 0.129
H -20.680368 -2.807209 9.611366 0.23 0.02 0.25 0.121
H -21.808972 -1.092497 12.344379 -1.21 0.28 -0.34 0.084
H -22.244354 -1.442826 10.639142 0.28 -0.30 0.52 0.109
C -24.803819 0.408354 21.286350 2.03 -1.65 0.18 -0.867
O -24.201126 -0.575123 20.976080 1.87 -3.37 -1.59 0.026
N -24.233830 1.455609 21.746555 2.02 5.20 1.73 0.194
N -26.072189 0.472503 21.299626 -6.30 -0.12 -0.48 0.188
H -24.858745 2.235154 21.894560 0.83 0.27 0.31 0.117
H -23.246073 1.572927 21.921675 -0.35 -0.23 -0.32 0.131
H -26.572212 1.318208 21.533838 -0.12 -0.45 -0.12 0.124
H -26.577683 -0.332139 20.957405 -0.02 0.42 0.05 0.116
C -27.829190 4.715637 15.176156 0.88 1.30 -1.89 -0.851
O -28.346319 4.459899 14.135547 -0.60 -1.14 -3.34 0.063
N -26.641495 5.262348 15.369950 4.08 1.34 -0.90 0.159
N -28.398061 4.606346 16.293146 -3.61 -1.09 5.33 0.182
H -26.053309 5.472672 14.576283 -0.19 0.09 0.39 0.096
H -26.430669 5.671335 16.269058 0.38 -0.01 -0.56 0.107
H -29.352197 4.275663 16.273602 0.19 0.02 0.73 0.143
H -27.908231 4.949985 17.106825 -1.01 -0.58 0.25 0.126
C -24.664592 0.099259 12.479909 0.44 -1.41 0.47 -0.745
O -23.998039 -0.798085 12.980904 0.32 -0.14 0.54 0.012
N -25.607148 0.788128 13.084974 -1.60 1.17 1.90 0.196
N -24.521705 0.454640 11.210886 0.65 0.64 -2.03 0.163
H -26.191832 1.443176 12.585814 0.03 -0.20 0.35 0.117
H -25.838295 0.551290 14.039226 -0.02 -0.03 0.02 0.100
H -25.214030 1.100028 10.858370 0.48 -0.41 -0.74 0.113
H -23.968319 -0.172219 10.644388 -0.53 0.49 -0.24 0.101
C -20.852990 2.574185 13.032746 0.20 0.49 0.89 -0.826
O -20.129806 1.792404 13.551042 2.31 -3.77 1.26 0.054
N -21.952400 2.270836 12.392167 -2.50 -1.37 -1.59 0.190
N -20.635127 3.838597 13.197581 0.04 5.10 -0.05 0.191
H -22.557253 2.971064 11.987282 0.11 -0.57 -0.09 0.114
H -22.060708 1.279047 12.234974 -0.50 0.31 -0.31 0.087
H -19.893906 4.192381 13.785399 -0.23 -0.41 -0.29 0.107
H -21.333545 4.497931 12.885194 0.41 0.19 0.16 0.107
C -19.169733 2.871918 17.371077 0.30 3.15 3.83 -0.813
O -19.222851 3.654941 18.305162 -0.77 1.17 0.64 0.040
N -19.133928 3.164809 16.130422 -0.14 2.28 -5.88 0.174
N -19.051326 1.613114 17.462158 0.26 -6.73 1.53 0.192
H -19.167387 2.323351 15.572809 -0.22 1.12 -1.20 0.082
H -19.202272 4.105098 15.768092 0.22 -0.43 0.23 0.106
H -19.234326 1.099471 18.312334 0.42 0.07 0.25 0.070
H -18.573689 1.147065 16.704040 -0.02 -0.60 0.48 0.087
C -23.393141 7.708628 14.316898 1.85 -2.53 1.46 -0.751
O -23.038534 6.749117 15.022303 -0.77 -0.58 -0.56 -0.027
N -24.074258 7.652220 13.222304 -2.09 -1.72 -2.31 0.190
N -22.962024 8.900859 14.532393 1.15 3.69 1.73 0.195
H -24.270447 8.536007 12.774509 -0.61 -0.94 -0.57 0.128
H -24.481816 6.740192 13.073294 -0.37 0.61 -0.91 0.122
H -22.671289 9.017253 15.492612 0.21 0.79 -0.16 0.139
H -23.494148 9.602449 14.037691 0.60 0.66 0.81 0.122
C -17.756691 -3.308745 17.702590 -1.87 -0.44 1.17 -0.756
O -18.967135 -3.097208 17.598147 -1.02 0.17 -0.90 -0.036
N -16.804243 -2.508352 17.469396 3.09 3.88 -1.80 0.221
N -17.262790 -4.370178 18.265643 0.20 -4.26 1.51 0.183
H -15.872826 -2.898238 17.445917 -0.12 0.77 -0.15 0.136
H -16.985640 -1.602191 17.061882 0.21 0.55 -0.47 0.087
H -16.259785 -4.389768 18.382617 -0.56 -0.82 0.45 0.122
H -17.896080 -5.094567 18.572737 0.63 -0.03 0.00 0.120
C -22.255941 -5.078555 17.424081 -0.84 -0.75 -0.73 -0.667
O -22.813706 -4.187685 16.758027 0.24 -0.86 1.04 -0.005
N -20.997058 -5.147539 17.770355 2.94 1.44 0.13 0.178
N -22.802052 -6.235309 17.855629 -3.05 -0.47 -0.42 0.152
H -20.648239 -6.040074 18.089436 0.29 0.62 -0.18 0.114
H -20.379178 -4.400870 17.486078 0.57 0.02 0.21 0.066
H -22.306255 -6.914976 18.414510 -0.48 0.28 -0.20 0.109
H -23.776414 -6.353182 17.617261 0.19 -0.51 0.31 0.114
C -27.870777 1.162122 17.872164 -2.66 1.77 -0.97 -0.787
O -28.816181 1.907585 18.054336 -1.27 1.16 1.56 0.008
N -26.968029 1.516752 17.000114 2.29 0.94 -1.49 0.178
N -27.818164 -0.044673 18.356034 0.58 -3.85 2.08 0.180
H -26.345320 0.790017 16.677310 0.40 0.17 -0.45 0.035
H -27.292317 2.320061 16.480858 0.43 -0.22 -0.25 0.091
H -28.456867 -0.310049 19.092060 -0.12 0.19 -0.49 0.118
H -27.355804 -0.789223 17.854068 0.13 0.25 0.14 0.087
C -19.855883 -6.619523 13.055387 0.07 -0.13 -1.29 -0.179
C -20.523937 -5.646639 13.943677 0.60 1.38 1.10 -0.220
C -22.049183 -5.929913 13.788486 3.73 -0.33 0.09 -0.156
O -22.144440 -6.333545 12.396561 -0.12 0.26 0.79 -0.128
C -20.808020 -6.517928 11.863523 -0.14 -0.64 -0.28 -0.187
H -19.785378 -7.573545 13.577861 -0.49 -0.41 -0.45 0.117
H -18.829907 -6.406969 12.754907 -0.02 0.41 0.06 0.118
H -20.293565 -4.613336 13.684262 0.01 0.13 -0.37 0.098
H -20.083428 -5.770532 14.932963 -0.64 0.08 0.51 0.102
H -22.476726 -4.996476 14.154552 -1.16 -0.43 -0.64 0.104
H -22.072536 -6.771302 14.481036 -1.56 -0.25 -0.13 0.113
H -20.582814 -5.680300 11.203392 0.25 0.48 0.35 0.097
H -20.750259 -7.361835 11.176065 -0.54 -0.42 0.31 0.115
```
Positions in Å, forces in eV/Å.

Summary:
- Orbital gap: 8.12 eV
- LUMO level: -2.1 eV
- Net charge: +1
- HOMO energy: -10.3 eV

Entry 2:
Formula: C24H76AgF6O20
Source: the OMol25 dataset
Level of theory: ωB97M-V/def2-TZVPD

Structure (XYZ):
```
127
Properties=species:S:1:pos:R:3:forces:R:3:mulliken_spin:R:1
Ag -0.765234 -0.660537 3.848023 -0.43 -0.10 -0.97 0.000
C 4.586281 4.113693 -4.647400 0.78 0.30 2.89 -0.032
O 4.558129 3.254071 -3.514682 0.52 -1.26 -0.94 0.008
O 4.314571 5.317122 -4.033915 0.43 0.08 -1.83 0.919
C 5.988151 4.027905 -5.432167 -1.47 -1.23 -0.17 0.039
F 6.008138 4.901911 -6.446835 0.58 0.40 0.87 0.001
F 7.098421 4.013705 -4.682673 -0.80 0.84 -0.50 0.001
F 5.951925 2.813508 -6.049945 0.12 -0.12 0.15 0.002
C 4.317393 1.847417 -3.689554 -0.50 -0.25 0.97 0.006
C 4.311415 1.182871 -2.297298 0.50 0.60 -0.63 -0.002
H 5.322544 1.312467 -1.910661 -0.10 -0.12 0.39 0.000
H 3.584680 1.637512 -1.624644 0.06 0.22 -0.13 0.000
H 4.086245 0.118598 -2.370920 0.07 -0.04 -0.17 0.000
H 5.075727 1.353699 -4.297306 -0.04 0.18 -0.20 0.001
H 3.317101 1.678132 -4.092234 -0.04 0.21 -0.55 0.001
H 3.801440 3.867549 -5.365776 -0.14 0.21 -0.32 0.056
C -2.172385 -0.645829 1.114578 0.21 -1.88 2.96 0.000
O -0.789234 -0.344487 1.237253 1.02 0.36 -1.61 0.000
O -2.651764 -0.428622 2.401038 -0.27 0.60 -1.24 0.000
C -2.928582 -0.048793 -0.092196 0.46 0.62 1.71 0.000
F -4.251568 -0.248229 0.036398 0.48 0.08 -0.29 0.000
F -2.706686 1.273603 -0.185759 -0.26 0.03 -0.40 0.000
F -2.502073 -0.619617 -1.221401 -0.20 -0.10 -0.48 0.000
C 0.162634 -0.730074 0.221668 0.05 1.02 -0.90 0.000
C 1.419492 0.026093 0.500868 0.98 0.05 0.42 0.000
H 1.227079 1.065183 0.768339 -0.16 -0.08 0.24 0.000
H 1.999311 -0.480862 1.273347 0.12 0.28 0.22 0.000
H 2.046848 0.102257 -0.387598 -0.02 -0.32 -0.12 0.000
H -0.048295 -0.398069 -0.797078 -1.19 0.14 0.06 0.000
H 0.389130 -1.786666 0.068884 -0.51 -0.39 0.81 0.000
H -2.174498 -1.729899 0.966323 -0.43 -0.41 -0.69 0.000
C -2.349111 -2.735812 -4.222319 -0.11 -0.42 -0.13 0.000
O -2.885893 -4.006488 -3.877068 0.72 0.10 -0.46 0.000
H -1.716582 -2.880495 -5.098599 -0.34 -0.09 -0.29 0.000
H -3.144816 -2.022668 -4.442222 0.02 0.16 -0.12 0.000
H -1.652751 -2.276025 -3.518185 -0.23 -0.22 0.70 0.000
H -3.477856 -3.972792 -3.118340 0.00 0.47 0.26 0.000
C 0.592567 -3.480997 2.601519 -0.20 -0.39 -0.73 0.000
O 0.902935 -2.230060 3.190373 -0.15 -0.45 0.37 0.000
H 1.151784 -3.640881 1.678345 -0.08 0.32 -0.24 0.000
H 0.840511 -4.370937 3.182711 -0.06 0.22 0.66 0.000
H -0.471058 -3.505218 2.367674 0.07 0.09 0.03 0.000
H 1.860015 -2.211050 3.312877 0.55 0.47 -0.12 0.000
C -2.129908 -4.900077 0.696065 -0.84 -0.74 1.39 0.000
O -0.871421 -5.451464 0.406545 0.55 0.39 -0.59 0.000
H -2.964015 -5.506648 0.338342 0.02 0.11 -0.74 0.000
H -2.300497 -4.960382 1.773922 0.06 0.41 0.35 0.000
H -2.246917 -3.856554 0.408811 0.38 -0.22 -0.41 0.000
H -0.819890 -6.348442 0.744177 -0.16 0.01 0.00 0.000
C 4.288863 -3.295239 -0.226147 -0.62 -0.64 0.34 0.000
O 3.664385 -3.478784 -1.489100 0.49 0.41 -0.51 0.000
H 5.238229 -2.762674 -0.267663 -0.24 0.24 -0.56 0.000
H 3.588198 -2.774743 0.427637 0.31 0.10 0.35 0.000
H 4.525683 -4.277646 0.186132 -0.01 -0.03 0.34 0.000
H 2.815407 -3.903100 -1.344767 0.02 -0.03 0.05 0.000
C 2.411722 4.450250 0.197215 -1.17 0.74 -1.49 0.000
O 2.530820 4.725145 -1.202651 1.31 0.04 0.46 -0.001
H 2.271834 3.384177 0.381661 0.05 -0.07 0.25 0.000
H 3.247920 4.849694 0.769650 0.11 -0.04 -0.28 0.000
H 1.504655 5.022958 0.399379 -0.11 -0.31 1.35 0.000
H 1.884775 4.187588 -1.677221 0.17 -0.15 -0.16 0.000
C -5.390439 -2.500139 -1.695102 -0.75 0.49 -0.60 0.000
O -4.457326 -3.569691 -1.596903 0.05 0.41 0.36 0.000
H -4.965199 -1.631589 -2.197725 0.55 -0.32 -0.04 0.000
H -6.234061 -2.799548 -2.318846 -0.17 -0.09 0.07 0.000
H -5.769624 -2.101114 -0.754016 0.18 -0.45 0.29 0.000
H -4.874792 -4.272338 -1.092440 0.02 -0.07 0.01 0.000
C -4.935836 -3.226545 2.756136 0.03 0.71 -0.07 0.000
O -5.114674 -1.820586 2.712539 -0.46 -0.52 0.32 0.000
H -5.893473 -3.662205 3.039707 0.07 -0.16 -0.15 0.000
H -4.602081 -3.585607 1.780571 -0.14 -0.30 -0.17 0.000
H -4.176481 -3.529015 3.479096 0.03 -0.02 0.17 0.000
H -4.251267 -1.390243 2.737539 0.61 0.39 -0.30 0.000
C -0.401286 3.103888 -2.072297 0.54 -1.10 0.57 0.000
O 0.909984 3.179680 -2.622691 -0.56 0.37 -0.31 0.000
H -0.413482 2.135506 -1.567318 -0.59 -0.07 0.35 0.000
H -0.522332 3.865519 -1.303295 -0.07 0.19 -0.33 0.000
H -1.199672 3.089231 -2.814426 0.05 0.45 -0.09 0.000
H 0.946150 2.471501 -3.273893 0.29 -0.07 -0.39 0.000
C 4.367274 -2.482213 4.108561 0.37 -0.39 0.08 0.000
O 3.664355 -1.916053 3.006167 -0.12 -0.86 0.45 0.000
H 4.028455 -3.493543 4.335988 -0.77 0.18 -0.08 0.000
H 5.416740 -2.695462 3.899132 0.22 0.65 -0.21 0.000
H 4.267531 -1.849209 4.990343 0.13 -0.10 0.10 0.000
H 4.015064 -1.028497 2.864935 0.23 0.60 -0.30 0.000
C 4.795193 0.707010 0.838498 0.74 0.53 -0.83 0.000
O 4.638246 0.699214 2.234271 -0.50 -0.85 0.36 0.000
H 5.778066 0.332477 0.552116 0.11 0.12 0.23 0.000
H 4.075809 0.119542 0.268278 -0.23 -0.08 0.30 0.000
H 4.708061 1.759041 0.563283 0.15 -0.09 -0.69 0.000
H 3.842074 1.237323 2.317391 -0.24 0.27 0.94 0.000
C -1.378994 3.021255 1.608915 -0.62 0.61 -0.62 0.000
O -1.131321 4.130611 2.449789 0.34 0.21 0.20 0.000
H -1.718330 3.382653 0.637730 0.17 0.32 0.03 0.000
H -0.455200 2.473242 1.420816 -0.24 -0.57 0.20 0.000
H -2.249385 2.488249 1.991046 0.51 -0.70 0.10 0.000
H -0.887957 3.737359 3.291532 -0.11 0.32 0.23 0.000
C 2.295940 3.623887 3.376967 -0.04 1.36 0.00 0.000
O 2.353562 2.314847 2.868836 0.27 -0.59 -0.11 0.000
H 2.266911 3.693899 4.464968 -0.07 -0.31 0.08 0.000
H 3.169895 4.191494 3.057763 0.24 -0.43 -0.04 0.000
H 1.466506 4.192716 2.954049 -0.30 -0.19 0.07 0.000
H 1.647035 1.781096 3.240430 -0.10 0.07 -0.02 0.000
C -4.355185 1.954460 -3.414017 0.80 -0.74 -0.19 0.000
O -5.051676 3.159537 -3.489659 -0.62 0.43 0.86 0.000
H -4.855255 1.216170 -4.042890 0.44 -0.21 -0.28 0.000
H -3.321269 2.165208 -3.689425 -0.01 -0.38 -0.47 0.000
H -4.284834 1.519286 -2.415686 -0.23 0.21 0.25 0.000
H -5.627676 3.106397 -2.722648 -0.36 0.66 -0.16 0.000
C -3.011585 -1.987196 5.569292 -0.59 -0.28 -0.57 0.000
O -2.020094 -2.525587 4.705697 0.82 -0.09 -0.19 0.000
H -3.605453 -1.307520 4.957860 -0.23 -0.04 0.16 0.000
H -3.589212 -2.869416 5.844210 -0.55 0.63 0.71 0.000
H -2.591602 -1.419809 6.399981 0.05 -0.33 0.21 0.000
H -1.906130 -3.450389 4.935016 0.34 0.05 -0.07 0.000
C -0.214867 0.054893 -4.170814 -0.50 0.33 -0.40 0.000
O 0.464242 1.224809 -4.653207 -0.07 -0.49 0.13 0.000
H -0.879295 0.365311 -3.364916 0.39 -0.11 0.31 0.000
H -0.892132 -0.325225 -4.937023 0.09 -0.13 -0.17 0.000
H 0.493448 -0.728228 -3.900443 -0.10 0.02 0.33 0.000
H 0.936408 0.924762 -5.434243 0.18 0.34 -0.11 0.000
C -4.983756 2.059582 2.795911 0.02 -1.26 -0.20 0.000
O -3.946325 1.704651 3.711579 -0.64 1.27 0.78 0.000
H -5.432334 1.112421 2.489979 0.11 0.00 -0.84 0.000
H -5.868688 2.569775 3.177375 0.62 0.43 0.96 0.000
H -4.592593 2.656378 1.971187 -0.06 -0.14 -0.23 0.000
H -3.359676 1.085843 3.263024 -0.01 -0.53 -0.55 0.000
```
Positions in Å, forces in eV/Å.

Summary:
- Orbital gap (spin up / spin down): 8.03 / 7.19 eV
- LUMO level (spin up / spin down): -1.0 / -1.8 eV
- Spin multiplicity: 2
- HOMO energy (spin up / spin down): -9.0 / -9.0 eV